{
  "formula": "C18H38Br8N2O3P2",
  "method": "ωB97M-V/def2-TZVPD",
  "symbols": ["C", "C", "C", "C", "N", "C", "P", "N", "O", "C", "C", "P", "C", "C", "C", "O", "O", "H", "H", "H", "H", "H", "H", "H", "H", "H", "H", "H", "H", "H", "H", "H", "H", "H", "H", "H", "H", "H", "H", "Br", "C", "C", "Br", "H", "H", "H", "H", "Br", "C", "C", "Br", "H", "H", "H", "H", "Br", "C", "C", "Br", "H", "H", "H", "H", "Br", "C", "C", "Br", "H", "H", "H", "H"],
  "xyz": [[0.61621, -4.83971, 2.09374], [0.51480, -4.65930, 0.45232], [-0.98177, -4.18492, -0.06892], [-0.72949, -3.11579, -1.30509], [-1.45734, -1.79931, -1.14817], [-0.59151, -0.75923, -0.41400], [-1.99740, 0.32191, 0.39260], [-2.00145, 0.14975, 2.16959], [-1.69635, 2.03609, 0.07970], [0.46871, 0.13209, -1.35168], [1.92774, -0.30892, -0.67195], [3.38158, 0.92956, -0.72701], [4.73883, 0.40889, 0.56854], [4.32779, 0.76764, -2.42115], [1.35212, -0.37730, 0.89567], [1.76320, 0.26720, 1.99038], [0.22382, -1.30577, 0.72131], [-0.41267, -5.02050, 2.62138], [1.23537, -3.95371, 2.58497], [1.26770, -5.81711, 2.27883], [0.74780, -5.67288, -0.12464], [1.34696, -3.84976, 0.17470], [-1.45546, -3.56140, 0.83183], [-1.69815, -5.07091, -0.34145], [-1.19776, -3.63778, -2.27127], [0.39779, -2.93105, -1.55935], [-2.29193, -1.99392, -0.52740], [-2.30856, 1.10584, 2.52313], [-1.04727, 0.02455, 2.57280], [-1.81628, 2.19162, -0.90962], [0.31351, -0.12388, -2.50256], [0.49425, 1.30624, -1.13794], [2.19160, -1.38270, -1.06154], [4.34727, 0.45274, 1.67645], [5.03839, -0.70667, 0.29107], [5.73552, 1.05036, 0.42942], [4.47103, -0.36316, -2.72576], [5.42308, 1.17413, -2.18482], [3.86093, 1.43144, -3.26664], [-3.64328, 2.95696, 4.61217], [-5.49258, 2.87548, 3.99791], [-5.57253, 2.95674, 2.49131], [-5.30620, 4.78544, 1.86754], [-6.03313, 3.67939, 4.50510], [-5.86748, 1.91133, 4.35264], [-6.57161, 2.68032, 2.14232], [-4.83021, 2.33495, 1.98309], [5.90610, -0.00723, -5.63879], [6.05878, 1.49886, -6.86853], [6.01815, 2.81548, -6.12847], [4.19865, 3.26751, -5.59066], [5.25892, 1.39093, -7.60629], [7.02448, 1.36438, -7.36379], [6.33329, 3.63488, -6.78089], [6.62997, 2.82299, -5.22207], [-11.53013, 3.79148, -0.48639], [-10.37721, 5.20723, 0.19939], [-9.03318, 4.66147, 0.62193], [-9.15167, 3.74377, 2.33890], [-10.92154, 5.69682, 1.01162], [-10.26455, 5.90925, -0.63153], [-8.31975, 5.47471, 0.78324], [-8.60998, 3.94930, -0.09196], [3.86668, -3.90676, 0.94980], [5.31886, -3.48587, 2.18183], [4.85906, -3.57074, 3.61857], [3.80542, -2.00674, 4.11647], [5.69632, -2.49772, 1.90469], [6.08969, -4.23453, 1.97865], [5.71547, -3.56454, 4.29893], [4.24259, -4.44992, 3.82581]],
  "atomic_forces_ev_per_a": [[1.01, -1.01, -0.25], [-0.25, -0.29, 0.17], [1.37, 1.62, 0.94], [-0.92, -1.63, -1.51], [2.06, 0.16, 2.22], [-0.09, 0.86, -0.05], [-1.74, 1.21, -0.21], [1.61, 1.85, -1.06], [0.42, -1.74, -0.96], [1.20, -0.14, 0.45], [-0.85, -1.02, 0.62], [0.46, 1.34, -0.19], [0.78, -1.59, -0.27], [1.07, -0.76, 0.28], [1.75, 1.49, 2.40], [-3.18, -4.69, -7.01], [1.40, 2.44, 0.55], [1.92, 0.57, -1.10], [-1.65, -1.75, -1.06], [-1.36, 2.04, -0.20], [-0.20, 2.13, 1.41], [-2.13, -1.78, 0.35], [0.85, -1.38, -1.95], [1.56, 1.73, 0.42], [1.07, 1.22, 1.88], [-2.14, -0.36, 0.77], [1.11, 0.51, -0.94], [0.23, -1.48, -0.43], [-0.71, 0.04, -0.39], [0.07, -0.40, 1.90], [0.54, 0.56, 2.63], [-0.83, -2.53, -0.58], [-0.47, 1.76, 1.16], [0.71, -0.01, -2.39], [-0.45, 2.10, 0.88], [-2.46, -1.16, 0.23], [-0.37, 2.29, 0.29], [-2.38, -0.75, -0.54], [0.82, -1.51, 1.72], [-0.07, 0.07, 0.00], [0.02, -0.21, 0.09], [-0.18, -0.01, -0.16], [0.05, -0.11, -0.02], [0.13, -0.16, -0.23], [0.05, 0.15, -0.14], [0.21, 0.05, 0.17], [-0.11, 0.16, 0.20], [-0.06, 0.08, -0.13], [0.22, -0.18, -0.02], [-0.09, 0.23, -0.10], [0.12, -0.01, 0.02], [0.17, 0.12, 0.24], [-0.16, 0.10, 0.10], [-0.04, -0.20, 0.07], [-0.16, -0.11, -0.25], [0.00, 0.09, 0.10], [-0.10, 0.00, -0.24], [0.18, 0.19, 0.13], [-0.09, -0.02, -0.09], [0.22, -0.17, -0.15], [0.07, -0.13, 0.16], [-0.14, -0.14, -0.03], [-0.20, 0.19, 0.15], [0.22, 0.16, 0.05], [0.12, -0.21, -0.15], [0.07, 0.19, 0.25], [-0.04, -0.15, -0.09], [-0.14, -0.20, 0.17], [-0.13, 0.11, 0.09], [-0.10, -0.02, -0.20], [0.16, 0.20, -0.17]],
  "molar_mass_g_mol": 1031.7,
  "smiles": "CCCCN[C@]1(P(N)O)C[C@@H](P(C)C)C(=O)O1.BrCCBr.BrCCBr.BrCCBr.BrCCBr",
  "multiplicity": 1,
  "gap_ha": 0.308
}

{
  "formula": "C5H15AlBe2Cl2F4KNO5SSi",
  "method": "ωB97M-V/def2-TZVPD",
  "symbols": ["C", "Si", "C", "C", "S", "O", "N", "O", "H", "H", "H", "H", "H", "H", "H", "H", "H", "H", "C", "C", "O", "O", "H", "H", "H", "F", "Al", "F", "F", "F", "K", "Be", "O", "H", "H", "Cl", "Cl", "Be"],
  "xyz": [[1.68593, 1.74520, 0.09401], [1.54621, 0.16709, -1.01922], [-0.25656, -0.51965, -1.16708], [2.27660, 0.55933, -2.73729], [2.66320, -1.44598, 0.02430], [3.00691, -2.67221, -1.11776], [4.38088, -2.74714, -1.39069], [4.90746, -1.74024, -1.04050], [1.14927, 2.66353, -0.30008], [2.79752, 2.01171, 0.13818], [1.40379, 1.48869, 1.17856], [-0.64057, -0.88998, -0.16221], [-0.17353, -1.43711, -1.84020], [-0.92293, 0.31499, -1.61569], [2.89444, 1.51413, -2.74250], [2.91265, -0.28478, -3.15016], [1.44159, 0.74707, -3.48744], [1.75650, -1.90299, 1.00975], [-2.06267, -3.05409, 2.02796], [-2.75248, -1.72568, 1.78008], [-1.99529, -0.74407, 1.61939], [-4.02597, -1.78083, 1.76725], [-0.97459, -2.94028, 2.02826], [-2.36932, -3.45996, 2.99873], [-2.33708, -3.76568, 1.24617], [1.66517, 5.34647, -1.59830], [1.54994, 4.81922, -3.27841], [0.62389, 5.98117, -4.20886], [0.74248, 3.23048, -3.32499], [3.16369, 4.66024, -3.95442], [-1.50446, -0.91702, 3.55989], [-2.36043, 0.95420, -1.76722], [-5.74894, -0.03115, 4.74040], [-6.62684, -0.29716, 5.04939], [-5.59701, -0.56897, 3.93905], [-5.05356, -0.29148, 2.24842], [1.03801, -3.19481, 2.63897], [1.79613, 0.20770, 1.81426]],
  "atomic_forces_ev_per_a": [[1.83, -0.55, -0.06], [-0.87, 1.26, -2.29], [0.97, -1.63, 1.10], [0.41, -0.07, -0.53], [0.10, 0.52, 0.07], [-1.36, -0.51, 0.85], [1.62, 3.45, 0.78], [-0.05, -2.87, -1.06], [0.14, -0.77, 0.63], [-1.25, -0.16, 0.00], [-0.71, 1.80, -0.45], [0.03, 0.79, -1.29], [-0.48, 1.31, 0.46], [1.12, -0.67, 0.25], [-0.70, -1.10, 0.18], [-0.70, 0.92, 0.54], [0.81, -0.18, 1.08], [-0.20, -1.50, -0.26], [-0.90, -0.34, -0.23], [2.70, -0.03, -2.48], [-3.37, -0.05, -4.48], [-2.79, 1.33, 0.76], [-0.43, 0.11, -0.21], [-0.21, -0.21, -0.23], [-0.14, -0.09, 0.19], [-0.25, -1.16, -1.17], [0.41, 1.55, -0.86], [0.82, -1.51, 1.13], [0.44, 0.50, 0.63], [-1.66, -0.32, 0.91], [2.70, 0.52, 7.48], [-0.75, 0.49, -0.25], [-0.18, -0.37, -0.27], [0.09, 0.19, 0.18], [-0.54, 0.05, 1.82], [2.21, -1.49, -2.43], [0.76, 1.60, -0.48], [0.40, -0.79, 0.00]],
  "molar_mass_g_mol": 460.3,
  "total_charge": 2,
  "multiplicity": 1,
  "gap_ha": 0.086
}

{
  "formula": "C26H58FeP4S",
  "method": "ωB97M-V/def2-TZVPD",
  "symbols": ["Fe", "P", "P", "P", "H", "C", "C", "H", "C", "C", "C", "C", "C", "C", "C", "C", "C", "H", "H", "H", "H", "H", "H", "H", "H", "H", "H", "H", "H", "H", "H", "H", "H", "H", "H", "H", "H", "H", "H", "H", "H", "H", "H", "H", "H", "H", "C", "C", "C", "C", "C", "C", "S", "H", "H", "H", "H", "H", "H", "C", "C", "C", "P", "C", "C", "C", "C", "C", "C", "H", "H", "H", "H", "H", "H", "H", "H", "H", "H", "H", "H", "H", "H", "H", "H", "H", "H", "H", "H", "H"],
  "xyz": [[-0.54186, 0.32715, -0.91428], [-1.99301, 1.78466, -0.39453], [-2.31857, -1.45168, 0.83271], [1.24867, 1.53204, -1.32031], [-1.78804, -3.47147, -1.72476], [-1.11140, -2.59096, -1.68420], [0.02349, -2.56888, -0.91940], [0.01321, -2.84927, 0.16891], [-3.11319, 1.60676, -1.83402], [-3.17404, 1.81494, 0.97560], [-1.55495, 3.57268, -0.43512], [-1.99906, -3.20730, 1.25672], [-3.12895, -1.21019, 2.47424], [-3.92428, -1.69547, -0.08453], [2.74960, 0.63323, -1.92067], [2.00284, 2.83943, -0.24149], [0.73396, 2.58550, -2.76695], [-1.41248, -1.73824, -2.27788], [1.03535, -2.37365, -1.33385], [-3.83479, 2.42994, -1.76318], [-3.63846, 0.64337, -1.77693], [-2.54854, 1.67019, -2.77529], [-3.66623, 2.79000, 0.92525], [-2.66598, 1.71625, 1.93906], [-3.92476, 1.03037, 0.86738], [-2.48178, 4.11353, -0.18032], [-1.21985, 3.86452, -1.44233], [-0.78410, 3.81890, 0.31549], [-2.94008, -3.67475, 1.55298], [-1.30625, -3.24126, 2.10323], [-1.57157, -3.79005, 0.44301], [-3.96523, -1.92100, 2.52623], [-3.50381, -0.19727, 2.63052], [-2.41839, -1.45146, 3.27104], [-4.43142, -2.56375, 0.37794], [-3.73207, -1.89037, -1.15235], [-4.56742, -0.80373, 0.00115], [3.40114, 1.26724, -2.53959], [2.48332, -0.23454, -2.54270], [3.35427, 0.26305, -1.08114], [2.42609, 3.67630, -0.82962], [2.81518, 2.41014, 0.36907], [1.22563, 3.26104, 0.42169], [1.41861, 2.42098, -3.61811], [0.72715, 3.65538, -2.48339], [-0.28705, 2.31569, -3.12705], [0.68161, -1.00818, -5.40126], [0.13318, -0.55675, -6.64027], [0.42128, -1.26180, -7.80538], [1.17074, -2.45875, -7.76110], [1.69950, -2.86944, -6.54211], [1.42436, -2.20383, -5.34455], [0.36486, 0.02220, -4.04839], [0.46439, -0.70790, -2.78018], [-0.47912, 0.36452, -6.66501], [0.13517, -0.83790, -8.77155], [1.39147, -2.97777, -8.68459], [2.38654, -3.72048, -6.51638], [1.75187, -2.57381, -4.36927], [0.00804, 2.83984, 2.89628], [1.23647, 1.92322, 2.89812], [1.99722, 1.94820, 4.22294], [0.76576, 0.23321, 2.18226], [2.36491, -0.70363, 1.73928], [3.65957, -0.23333, 2.43775], [2.18855, -2.24125, 1.72396], [0.20651, -0.70289, 3.73282], [1.31403, -1.27096, 4.63063], [-0.85094, 0.08762, 4.50590], [-0.58642, 2.77317, 3.81906], [-0.67746, 2.61343, 2.07033], [0.29176, 3.89822, 2.78840], [1.92823, 2.31716, 2.14613], [1.37355, 1.71038, 5.09652], [2.86607, 1.28749, 4.20679], [2.38745, 2.96699, 4.37944], [2.46144, -0.40701, 0.67111], [3.70914, -0.51133, 3.50017], [4.50933, -0.72691, 1.95078], [3.80507, 0.84423, 2.29678], [1.16162, -2.56323, 1.93644], [2.43367, -2.63918, 0.73163], [2.85528, -2.76571, 2.42098], [-0.31768, -1.55363, 3.26229], [1.97182, -0.49134, 5.04367], [0.81451, -1.77037, 5.47736], [1.90475, -2.02059, 4.09480], [-1.59428, 0.56381, 3.85305], [-1.39580, -0.60429, 5.16360], [-0.44886, 0.87057, 5.16254]],
  "atomic_forces_ev_per_a": [[0.25, -3.85, 2.51], [-2.36, 3.05, 0.60], [-1.49, -0.23, 0.63], [3.05, 1.79, -1.00], [-0.34, 1.21, 1.15], [0.61, -0.82, 0.38], [0.14, 0.07, 0.15], [0.45, -0.99, -1.75], [0.03, 0.04, 0.00], [-0.05, -0.19, 0.25], [-0.01, -0.02, -0.15], [0.51, -0.41, -0.30], [0.06, 0.42, 0.23], [0.30, 0.01, -0.32], [0.30, -0.10, -0.22], [-0.23, 0.03, 0.37], [-0.54, 0.17, -0.43], [0.53, -0.50, -1.65], [-0.67, 1.34, 0.39], [0.01, -0.20, -0.29], [0.08, 0.28, -0.08], [-0.31, 0.06, 0.12], [-0.06, -0.19, 0.11], [-0.14, 0.03, -0.16], [0.12, 0.12, 0.07], [0.48, 0.00, -0.23], [-0.13, 0.01, 0.46], [-0.43, -0.08, -0.41], [0.11, 0.09, 0.06], [-0.07, -0.11, -0.06], [-0.22, -0.13, 0.20], [0.20, 0.26, 0.04], [-0.01, -0.25, 0.09], [-0.28, 0.08, -0.17], [0.11, 0.49, -0.41], [-0.30, -0.04, 0.33], [0.21, -0.41, -0.03], [-0.24, 0.03, 0.25], [0.18, 0.28, 0.36], [-0.26, 0.17, -0.14], [-0.24, -0.63, -0.02], [-0.41, 0.10, -0.28], [0.48, -0.23, -0.29], [-0.19, 0.31, 0.49], [0.10, -0.61, -0.12], [0.70, 0.45, 0.31], [-0.74, -0.28, 0.71], [0.15, 0.33, -1.14], [-0.37, 0.97, 0.41], [-0.15, 1.19, -0.21], [0.70, -0.60, 1.98], [0.35, -0.84, -0.74], [-0.55, -1.20, 0.23], [0.37, 0.27, -2.20], [0.51, -0.63, -0.08], [-0.23, -0.32, 0.37], [0.00, -0.14, 0.07], [-0.45, 0.14, 0.03], [0.18, 0.04, -0.52], [-0.34, 0.40, 0.13], [0.13, -0.26, -0.64], [0.14, 0.27, 0.37], [0.86, -0.30, 1.16], [-0.07, 0.68, -0.56], [-0.01, -0.33, -0.33], [-0.03, -0.19, -0.28], [-0.46, 0.05, -0.92], [-0.14, 0.09, 0.15], [-0.32, 0.08, 0.40], [0.28, -0.07, -0.24], [0.18, -0.02, 0.12], [0.06, -0.28, 0.11], [-0.11, -0.11, 0.21], [0.23, 0.05, -0.39], [-0.26, 0.19, 0.13], [-0.19, -0.25, -0.04], [0.11, -0.11, 0.51], [-0.11, 0.23, -0.40], [-0.10, 0.03, 0.05], [0.02, -0.21, 0.26], [0.20, 0.04, 0.10], [0.03, 0.08, 0.17], [-0.20, 0.32, -0.08], [0.14, 0.05, 0.34], [-0.30, -0.41, -0.17], [0.25, 0.12, -0.24], [-0.09, 0.26, 0.38], [0.20, -0.11, 0.11], [0.09, 0.17, -0.11], [0.06, -0.31, -0.29]],
  "molar_mass_g_mol": 582.6,
  "total_charge": 3,
  "relative_energy_ev": 0.0000,
  "multiplicity": 6,
  "gap_ha": [0.247, 0.136]
}